# 1
A 2-piece molecular cluster, C9H14O overall, computed with wB97M-V/def2-TZVPD.

Geometry as ORCA input:
```
! RIJCOSX wB97M-V def2-TZVPD def2/J DEFGRID3
* xyz 0 1
C -0.29423 -0.18150 -3.40992
C 0.86606 0.72129 -3.10547
H -0.60402 -0.24717 -4.47023
H 0.01270 -1.22339 -3.31595
H -1.21053 0.07969 -2.87809
H 1.15474 0.76912 -2.04617
H 0.72413 1.79675 -3.28479
H 1.74260 0.40322 -3.68787
C -0.98919 2.09022 2.26835
C 0.51810 -0.80947 0.28560
C 0.10799 0.50732 0.65479
C 0.34879 -1.82241 1.21279
C -0.46756 0.73247 1.88294
C -0.18934 -1.55091 2.45717
C -0.63626 -0.30946 2.81604
O 0.71117 -3.11661 0.96906
H 1.14175 -0.86186 -0.59719
H 0.20633 1.22501 -0.15045
H 0.89426 -3.37246 0.07650
H 0.01448 -2.23708 3.28243
H -0.16234 2.61486 2.78333
H -1.70020 2.05624 3.08012
H -1.05376 -0.01599 3.76243
H -1.13567 2.75210 1.41457
*
```

Summary:
Kohn-Sham gap, eV: 9.1
SMILES string: Cc1ccc(O)cc1.CC
HOMO level, eV: -8.3

---

# 2
A 2-piece molecular cluster, C9H14O overall, computed with wB97M-V/def2-TZVPD.

Geometry as ORCA input:
```
! RIJCOSX wB97M-V def2-TZVPD def2/J DEFGRID3
* xyz 0 1
C 1.74475 -1.67180 -2.28251
C 0.88743 -0.88269 1.85431
C 1.15028 -2.17264 1.43387
C 0.93720 0.15673 0.91979
C 1.44983 -2.44807 0.10649
C 1.15369 -0.13083 -0.41164
C 1.41963 -1.42926 -0.84059
O 0.40157 -0.59603 3.10530
H -0.07999 -1.36618 3.43214
H 1.04755 -2.91485 2.22336
H 0.57798 1.11438 1.28158
H 1.96354 -3.36364 -0.17943
H 1.01995 0.65586 -1.14207
H 1.17947 -1.06880 -2.99371
H 1.56441 -2.70831 -2.58940
H 2.78472 -1.40047 -2.48913
C -2.36283 1.76690 0.05398
C -2.47939 3.23753 -0.39437
H -1.30138 1.56596 0.12991
H -2.82951 1.63070 1.03214
H -2.77788 1.06440 -0.65744
H -2.90096 3.92196 0.34487
H -1.50236 3.67705 -0.61718
H -3.04771 3.36209 -1.32030
*
```

Summary:
Kohn-Sham gap, eV: 9.3
SMILES string: Cc1ccc(O)cc1.CC
HOMO level, eV: -8.5

---

# 3
A 2-piece molecular cluster, C9H14O overall, computed with wB97M-V/def2-TZVPD.

Geometry as ORCA input:
```
! RIJCOSX wB97M-V def2-TZVPD def2/J DEFGRID3
* xyz 0 1
C 0.29843 -1.41259 -3.70793
C -0.72178 -0.56144 -4.47842
H 1.08330 -1.52985 -4.41018
H 0.51758 -0.95626 -2.82894
H -0.10132 -2.33849 -3.30138
H -1.33266 -1.24285 -5.02902
H -1.39988 0.10332 -3.95731
H -0.10111 0.12279 -5.22651
C -0.28250 -1.93149 3.02359
C -0.21746 0.14740 -0.15473
C 0.33161 1.33826 0.38211
C -0.65411 -0.78448 0.79331
C -0.34423 -0.61139 2.17141
C 0.39507 1.61591 1.78631
C 0.29835 0.57881 2.68709
O 0.78359 2.22466 -0.56415
H -0.15606 0.06679 -1.20084
H -1.14470 -1.56512 0.14317
H 0.68753 2.64037 1.97382
H 1.37440 3.02171 -0.28095
H -0.91666 -1.77770 3.88852
H 0.74304 -2.48050 3.43538
H 0.56886 0.54038 3.75929
H -0.71135 -2.67576 2.53167
*
```

Summary:
Kohn-Sham gap, eV: 8.9
SMILES string: Cc1ccc(O)cc1.CC
HOMO level, eV: -8.1

---

# 4
A 2-piece molecular cluster, C9H14O overall, computed with wB97M-V/def2-TZVPD.

Geometry as ORCA input:
```
! RIJCOSX wB97M-V def2-TZVPD def2/J DEFGRID3
* xyz 0 1
C 2.72543 -1.39962 1.15967
C 1.89957 -0.91605 2.33321
H 2.22643 -1.39702 0.19851
H 3.69281 -0.89241 1.10968
H 3.02240 -2.42402 1.35477
H 1.56186 0.10522 2.18697
H 0.98150 -1.48713 2.43557
H 2.42586 -0.99715 3.28573
C -0.43417 -1.13942 -2.48277
C -0.93165 -0.14474 -1.48377
C -0.02403 0.51766 -0.67194
C -2.27236 0.19970 -1.37407
C -0.40174 1.51370 0.21055
C -2.70837 1.16949 -0.49249
C -1.75237 1.82441 0.27439
O -2.23747 2.79537 1.13928
H 0.09494 -1.95208 -1.96683
H 0.34559 -0.71662 -3.12140
H 1.02022 0.22987 -0.68700
H -2.98994 -0.28789 -2.02442
H 0.30532 2.06723 0.81868
H -3.74372 1.39915 -0.31311
H -1.62377 3.53573 1.23153
H -1.18236 -1.60336 -3.12070
*
```

Summary:
Kohn-Sham gap, eV: 9.4
SMILES string: Cc1ccc(O)cc1.CC
HOMO level, eV: -8.5

---

# 5
A 2-piece molecular cluster, C9H14O overall, computed with wB97M-V/def2-TZVPD.

Geometry as ORCA input:
```
! RIJCOSX wB97M-V def2-TZVPD def2/J DEFGRID3
* xyz 0 1
C -0.46804 -1.59737 -3.27924
C -0.23700 -0.32405 -4.02374
H -1.47580 -1.96356 -3.46133
H 0.28897 -2.27546 -3.76121
H -0.55368 -1.71029 -2.22989
H -0.34868 0.57270 -3.52557
H -0.94813 -0.23779 -4.83987
H 0.81629 -0.11884 -4.57713
C 1.53209 -0.18508 3.90009
C -0.73531 1.02037 0.39604
C -1.41628 0.31143 1.38865
C 0.61795 1.27397 0.44586
C -0.73865 0.01651 2.63226
C 1.22534 0.95500 1.69205
C 0.61314 0.41842 2.75333
O -1.42207 1.60634 -0.59491
H -1.26934 1.49155 -1.58308
H -2.45508 -0.04191 1.36902
H 1.20875 1.64507 -0.36001
H -1.20251 -0.52767 3.47178
H 2.38030 1.07268 1.46229
H 1.99465 0.47687 4.46424
H 1.83745 -1.20070 3.62923
H 0.75565 -0.67821 4.63115
*
```

Summary:
Kohn-Sham gap, eV: 9.4
SMILES string: Cc1ccc(O)cc1.CC
HOMO level, eV: -8.6

---

# 6
A 2-piece molecular cluster, C9H14O overall, computed with wB97M-V/def2-TZVPD.

Geometry as ORCA input:
```
! RIJCOSX wB97M-V def2-TZVPD def2/J DEFGRID3
* xyz 0 1
C -2.90680 1.23541 -1.87076
C -2.52300 2.09904 -0.71788
H -3.92935 0.78269 -1.87758
H -2.96889 1.93747 -2.72490
H -2.20107 0.46554 -1.93534
H -2.28534 3.10393 -0.99992
H -1.59818 1.67612 -0.31121
H -3.20383 2.10969 0.16076
C 2.06209 0.07240 2.75822
C 0.87858 -1.42334 -0.94744
C 0.38930 -2.07927 0.22749
C 1.84599 -0.38079 -0.98572
C 0.88375 -1.59615 1.39379
C 2.20584 0.12591 0.27147
C 1.72973 -0.49662 1.44112
O 0.41259 -1.84536 -2.15477
H -0.33269 -2.86943 0.03498
H -0.12904 -2.70697 -1.97745
H 2.13016 0.16738 -1.88240
H 0.49425 -2.14383 2.31393
H 2.75901 1.12946 0.30558
H 2.68643 0.97923 2.65625
H 2.41600 -0.66957 3.40747
H 1.18446 0.32705 3.41429
*
```

Summary:
Kohn-Sham gap, eV: 8.9
SMILES string: Cc1ccc(O)cc1.CC
HOMO level, eV: -8.1

---

# 7
A 2-piece molecular cluster, C9H14O overall, computed with wB97M-V/def2-TZVPD.

Geometry as ORCA input:
```
! RIJCOSX wB97M-V def2-TZVPD def2/J DEFGRID3
* xyz 0 1
C -0.64098 -1.68316 2.55891
C 0.06330 -1.08716 1.47055
C 0.91598 0.00469 1.77190
C 0.19615 -1.70994 0.22154
C 1.72521 0.55755 0.68568
C 1.06070 -1.26122 -0.77595
C 1.91333 -0.27625 -0.49865
O 2.56720 0.35058 -1.56096
H -1.44339 -1.18306 2.86358
H 0.07360 -2.02440 3.28452
H 1.00316 0.39723 2.74498
H -0.49232 -2.55292 0.07444
H 2.08767 1.44237 0.86629
H 1.02066 -1.70647 -1.82902
H 3.25349 -0.22190 -1.86128
H -0.97572 -2.65859 2.11301
C -2.07739 1.39262 -1.00113
C -0.95883 1.88633 -2.05151
H -1.90685 1.91632 -0.05059
H -2.97314 1.92154 -1.15861
H -2.19200 0.32823 -1.04647
H -1.39001 1.84226 -3.10225
H -0.02535 1.34167 -1.72554
H -0.80446 2.98369 -1.99344
*
```

Summary:
Kohn-Sham gap, eV: 9.7
SMILES string: Cc1ccc(O)cc1.CC
HOMO level, eV: -8.7

---

# 8
A 2-piece molecular cluster, C9H14O overall, computed with wB97M-V/def2-TZVPD.

Geometry as ORCA input:
```
! RIJCOSX wB97M-V def2-TZVPD def2/J DEFGRID3
* xyz 0 1
O -0.61366 0.06306 1.93130
C 0.22142 -0.98544 2.37139
C -0.84527 2.09431 0.71607
C 0.10806 1.00352 1.15181
H -0.39478 -1.67886 2.96812
H 1.04326 -0.61114 3.00470
H 0.65580 -1.54143 1.52357
H -1.66616 1.66877 0.11469
H -1.27872 2.59906 1.59583
H -0.31455 2.84452 0.10605
H 0.93792 1.42416 1.75168
H 0.55127 0.49580 0.27361
C -0.55037 -1.60004 -0.74547
C -1.24270 -0.50084 -1.25489
C 0.82528 -1.71390 -0.94966
C -0.55937 0.48451 -1.96849
C 1.50861 -0.72855 -1.66326
C 0.81628 0.37066 -2.17268
H -1.08807 -2.37540 -0.18395
H -2.32518 -0.41124 -1.09422
H 1.37006 -2.57885 -0.54881
H -1.10416 1.34946 -2.36934
H 2.59109 -0.81814 -1.82393
H 1.35398 1.14601 -2.73420
*
```

Summary:
Kohn-Sham gap, eV: 10.3
SMILES string: c1ccccc1.CCOC
HOMO level, eV: -9.3

---

# 9
A 2-piece molecular cluster, C9H14O overall, computed with wB97M-V/def2-TZVPD.

Geometry as ORCA input:
```
! RIJCOSX wB97M-V def2-TZVPD def2/J DEFGRID3
* xyz 0 1
C 2.16212 -1.45342 -0.96182
C 1.20597 -2.25566 -1.87236
H 1.71701 -0.63789 -0.55848
H 2.77386 -2.05196 -0.25386
H 2.95152 -1.11790 -1.49176
H 0.13782 -1.85531 -1.70133
H 1.30149 -3.25969 -1.46565
H 1.28941 -2.34919 -2.90921
C 1.03841 -0.55358 2.52755
C -1.67666 -0.05956 0.08385
C -0.93362 -0.56533 1.08763
C -1.24051 1.01825 -0.71789
C 0.12755 0.09207 1.56685
C -0.20495 1.88192 -0.12550
C 0.37870 1.37959 0.94985
O -1.79356 1.59677 -1.82897
H -2.60497 -0.54599 -0.33655
H -1.29456 -1.58172 1.42278
H -2.58362 0.95819 -2.21948
H 0.02640 2.95538 -0.46686
H 1.24069 -0.14560 3.45055
H 2.09546 -0.26558 1.97273
H 1.15268 1.81915 1.50157
H 1.00314 -1.60180 2.45829
*
```

Summary:
Kohn-Sham gap, eV: 8.8
SMILES string: Cc1ccc(O)cc1.CC
HOMO level, eV: -8.1

---

# 10
A 2-piece molecular cluster, C9H14O overall, computed with wB97M-V/def2-TZVPD.

Geometry as ORCA input:
```
! RIJCOSX wB97M-V def2-TZVPD def2/J DEFGRID3
* xyz 0 1
C 0.23064 0.25540 1.91665
C -2.67643 2.01926 0.29073
C -2.82883 1.36469 -0.91448
C -1.75318 1.59356 1.23810
C -0.86922 0.55564 0.93454
C -2.01648 0.25027 -1.16066
C -1.00405 -0.09311 -0.28078
O -3.66282 1.86873 -1.86440
H -3.35665 2.82600 0.49028
H -1.75302 2.14229 2.17209
H -2.27761 -0.35323 -2.02283
H -3.56827 1.35012 -2.68103
H 0.68826 1.13399 2.36818
H 1.04117 -0.30974 1.45804
H -0.45111 -1.00178 -0.45300
H -0.16253 -0.35055 2.72993
C 2.99401 -0.87474 -0.53175
C 3.17118 -2.38895 -0.55504
H 2.93167 -0.55133 0.51476
H 3.82091 -0.38810 -0.98748
H 2.03233 -0.56822 -0.94636
H 3.79170 -2.84128 0.21035
H 2.22775 -2.89439 -0.37366
H 3.45057 -2.74453 -1.55219
*
```

Summary:
Kohn-Sham gap, eV: 9.2
SMILES string: Cc1ccc(O)cc1.CC
HOMO level, eV: -8.4

---

# 11
A 2-piece molecular cluster, C9H14O2PS overall, computed with wB97M-V/def2-TZVPD.

Geometry as ORCA input:
```
! RIJCOSX wB97M-V def2-TZVPD def2/J DEFGRID3
* xyz 1 1
C 0.74480 2.99795 1.62023
C 0.21140 1.91344 2.31087
C 1.01851 2.89115 0.26408
C -0.33529 0.86080 1.52793
C 0.53425 1.83170 -0.50151
C -0.25837 0.85739 0.18024
C -2.87014 1.03440 -2.11666
C 1.47227 -1.42162 -1.74726
C 0.76485 -4.30329 1.90646
O -1.58610 0.54620 -2.15699
O 0.14175 -1.12457 -1.94556
P -0.97828 -0.40104 -0.97858
S 0.37335 -2.53746 1.74895
H 0.95296 3.85112 2.11839
H 0.01046 2.14894 3.34722
H 1.46272 3.70026 -0.22390
H -0.89173 0.13983 2.17403
H 0.70785 1.78583 -1.51033
H -3.64379 0.11467 -2.01410
H -2.95114 1.44577 -3.14124
H -3.11937 1.88431 -1.42827
H 1.98030 -1.05172 -2.59347
H 1.82399 -2.53706 -1.72029
H 1.82336 -0.69459 -0.89255
H 1.78656 -4.44058 1.88929
H 0.40404 -4.82918 1.03430
H 0.42079 -4.66266 2.84872
*
```

Summary:
Kohn-Sham gap (alpha / beta), eV: 4.1 / 4.1
HOMO level (alpha / beta), eV: -12.0 / -12.1

---

# 12
One molecule with the formula C9H14O5S, computed with wB97M-V/def2-TZVPD.

Geometry as ORCA input:
```
! RIJCOSX wB97M-V def2-TZVPD def2/J DEFGRID3
* xyz 0 1
C -3.35671 -0.27065 -0.15349
C -2.18729 -0.12995 -0.74743
C 2.31552 -1.02554 -1.15067
C 0.27808 1.32520 0.28599
C 2.39442 0.54329 0.69956
C 1.47900 -0.66750 0.96255
C 3.05405 0.23054 -0.66920
C 0.04897 -0.08492 0.82321
C -4.55822 0.57590 -0.38066
O -1.40266 -2.20383 0.60345
O 1.75091 -1.64244 -0.01153
O 1.58346 1.69420 0.68058
O 4.42144 -0.06244 -0.56724
O -0.69963 -0.11930 1.97117
S -0.83220 -1.26681 -0.37667
H -3.46286 -1.07383 0.56582
H -1.96627 0.60669 -1.50033
H 1.53043 -0.76582 -1.87310
H 3.01123 -1.73549 -1.59841
H 0.19872 1.33953 -0.81040
H -0.41694 2.04325 0.72125
H 3.15627 0.69158 1.46825
H 1.60759 -1.12527 1.94570
H 2.89249 1.07670 -1.35247
H -4.85631 1.04949 0.55379
H -4.36696 1.34486 -1.12464
H -5.38829 -0.04565 -0.71323
H 4.89289 0.70996 -0.23554
H -1.12113 -1.01176 1.98370
*
```

Summary:
Kohn-Sham gap, eV: 9.8
HOMO level, eV: -9.2

---

Result set for relative energy (zero: lowest compared OMol25 entry of this formula, charge and spin): 22.3 13.7 64.0 5.9 71.5 31.6 58.0 19.9 64.7 9.7 76.7 39.5 kcal per mole, one per record in the order listed.
Result set for maximum force: 0.045 0.024 0.088 0.023 0.162 0.068 0.161 0.013 0.117 0.034 0.078 0.035 hartree/bohr, one per record in the order listed.